Density functional theory data (wB97M-V/def2-TZVPD) for F4H4N2O14PS4Tl as an isolated structure in a non-equilibrium geometry.

XYZ file:
```
30
Properties=species:S:1:pos:R:3:mulliken_charge:R:1
Tl -0.484 0.278 0.588 1.924
N 1.295 0.677 0.422 0.085
S 2.461 -0.136 0.918 0.694
O 3.685 0.503 1.391 -0.627
O 2.581 -1.491 0.317 -0.529
F 1.746 -0.400 2.304 -0.222
S 2.291 1.282 -0.841 1.000
O 2.837 0.317 -1.784 -0.572
O 3.026 2.488 -0.596 -0.615
F 1.108 1.918 -1.761 -0.281
N -1.033 -1.220 -0.254 0.178
S -0.028 -2.082 -1.338 0.899
O 0.021 -1.739 -2.772 -0.541
O 0.288 -3.450 -0.955 -0.631
F 1.305 -1.328 -0.762 0.013
S -2.226 -2.125 -0.625 0.939
O -2.438 -3.352 0.173 -0.575
O -2.760 -2.061 -1.996 -0.612
F -3.310 -1.130 0.113 -0.329
P -1.402 0.868 2.878 0.675
O -1.504 2.030 3.917 -0.922
O -1.990 -0.448 3.489 -0.844
O 0.108 0.730 2.581 -0.480
O -2.083 1.215 1.509 -0.531
O -0.570 2.122 -0.378 -0.546
H 0.183 2.702 -0.264 0.245
H -1.218 2.657 -0.836 0.315
O -0.350 0.435 -1.543 -0.558
H -0.677 -0.381 -1.921 0.100
H -0.861 1.120 -1.975 0.346
```

Values from the calculation:
HOMO in eV: -0.48
Charge: -2
Electronic energy in eV: -99887.26821
Energy relative to the best compared isomer or geometry (same formula, charge and spin) in kcal per mole: 388.74

Density functional theory data (wB97M-V/def2-TZVPD) for F4InN4O14S4 as an isolated structure in a non-equilibrium geometry.

XYZ file:
```
27
Properties=species:S:1:pos:R:3:mulliken_charge:R:1
In 0.335 0.224 -0.176 1.344
N 1.071 -0.549 1.392 0.542
S 0.677 -1.665 2.366 0.713
O 0.126 -1.364 3.696 -0.578
O 1.327 -2.981 2.195 -0.477
F -0.758 -1.910 1.630 -0.231
S 2.476 -0.098 2.191 1.025
O 3.614 -1.002 2.003 -0.521
O 2.298 0.569 3.420 -0.536
F 2.914 1.181 1.257 -0.342
N -0.381 1.732 -1.268 0.215
S 0.078 2.024 -2.876 0.944
O 0.387 3.388 -3.325 -0.514
O -0.531 1.152 -3.876 -0.514
F 1.553 1.410 -2.595 -0.300
S -1.617 2.589 -1.416 0.966
O -2.804 2.004 -2.024 -0.460
O -1.496 4.029 -1.338 -0.603
F -1.897 2.396 0.105 -0.307
N 0.738 -2.856 -0.479 0.924
O 0.387 -1.687 -0.407 -0.374
O 0.062 -3.612 -1.113 -0.687
O 1.696 -3.264 0.186 -0.584
N -2.558 -0.438 0.108 0.924
O -3.070 0.477 -0.564 -0.592
O -3.256 -1.016 0.918 -0.641
O -1.374 -0.732 -0.010 -0.338
```

Values from the calculation:
HOMO in eV: -6.87
Charge: -1
Electronic energy in eV: -93993.84100
Energy relative to the best compared isomer or geometry (same formula, charge and spin) in kcal per mole: 111.97

Density functional theory data (wB97M-V/def2-TZVPD) for F5Li2Sr2 as an isolated structure in a non-equilibrium geometry.

XYZ file:
```
9
Properties=species:S:1:pos:R:3:mulliken_charge:R:1
Sr 14.982 -3.685 12.413 1.709
Sr 16.327 -6.091 15.270 1.729
Li 14.290 -8.305 13.527 0.875
Li 16.013 -6.444 12.338 0.806
F 15.333 -8.327 11.490 -0.867
F 15.487 -5.276 10.550 -0.814
F 14.422 -6.245 13.397 -0.839
F 17.411 -7.734 13.707 -0.766
F 17.167 -5.035 12.972 -0.833
```

Values from the calculation:
HOMO in eV: -11.03
Charge: +1
Electronic energy in eV: -15669.09119
Energy relative to the best compared isomer or geometry (same formula, charge and spin) in kcal per mole: 26.87

Density functional theory data (wB97M-V/def2-TZVPD) for F5Sr4 as an isolated structure in a non-equilibrium geometry.

XYZ file:
```
9
Properties=species:S:1:pos:R:3:mulliken_charge:R:1
Sr 2.223 -1.728 -0.558 1.861
Sr 0.688 2.103 -0.657 1.852
Sr -1.196 0.067 2.745 1.892
Sr -1.700 -0.756 -1.448 1.858
F 0.551 -0.351 -2.371 -0.854
F -2.004 1.468 -0.157 -0.832
F 0.025 -2.966 0.141 -0.602
F 1.045 2.302 1.787 -0.306
F 0.368 -0.139 0.518 -0.869
```

Values from the calculation:
HOMO (spin up / spin down) in eV: -25.65 / -23.44
Charge: +4
Expectation value of S²: 0.763
Electronic energy in eV: -16892.28993
Multiplicity: 2

Density functional theory data (wB97M-V/def2-TZVPD) for F6H2N3O17PS6Tl as an isolated structure in a non-equilibrium geometry.

XYZ file:
```
36
Properties=species:S:1:pos:R:3:mulliken_charge:R:1
Tl 0.309 1.087 -0.947 1.098
N -1.888 -0.373 -2.127 0.020
S -2.151 -1.519 -3.116 0.915
O -2.709 -1.190 -4.417 -0.645
O -2.555 -2.786 -2.511 -0.590
F -0.624 -1.865 -3.518 -0.287
S -3.510 -0.258 -1.629 1.021
O -3.885 -1.013 -0.450 -0.594
O -4.581 0.016 -2.557 -0.623
F -3.343 1.200 -1.028 -0.243
N 1.144 -1.639 -0.804 0.205
S 2.704 -2.181 -1.190 0.894
O 2.923 -2.606 -2.543 -0.629
O 3.617 -2.762 -0.267 -0.562
F 3.218 -0.607 -1.257 -0.316
S 0.777 -3.042 -0.381 0.906
O 1.239 -3.610 0.873 -0.666
O 0.690 -4.045 -1.421 -0.641
F -0.770 -2.711 -0.079 -0.274
N 2.214 1.747 1.173 -0.068
S 1.955 0.921 2.634 1.009
O 0.648 1.145 3.188 -0.562
O 3.058 0.604 3.495 -0.592
F 1.701 -0.470 1.836 -0.156
S 3.651 2.250 1.443 0.947
O 4.796 1.433 1.147 -0.601
O 3.753 3.215 2.510 -0.650
F 3.662 3.177 0.131 -0.332
P -2.306 3.285 1.306 0.863
O -2.667 2.147 2.281 -0.499
O -3.493 4.204 0.871 -0.629
O -1.228 3.083 0.288 -0.482
O -1.863 4.036 2.586 -0.346
O -1.337 -0.180 1.154 -0.297
H -1.323 -1.059 1.544 0.209
H -1.829 0.368 1.782 0.194
```

Values from the calculation:
HOMO in eV: -2.44
Charge: -3
Electronic energy in eV: -134605.37874
Energy relative to the best compared isomer or geometry (same formula, charge and spin) in kcal per mole: 0.00

Density functional theory data (wB97M-V/def2-TZVPD) for a 16-piece molecular cluster, F6H30O15P overall in a non-equilibrium geometry.

XYZ file:
```
52
Properties=species:S:1:pos:R:3:mulliken_charge:R:1
P 20.862 3.541 -16.175 1.386
F 22.530 3.698 -16.040 -0.150
F 20.580 5.129 -15.973 -0.213
F 20.996 3.816 -17.787 -0.515
F 19.208 3.353 -16.386 -0.141
F 21.090 1.908 -16.371 -0.525
F 20.696 3.403 -14.531 -0.150
O 24.576 2.919 -13.842 -0.577
H 25.408 3.336 -13.619 0.279
H 23.937 3.632 -13.823 0.229
O 19.414 0.235 -14.925 -0.706
H 19.693 1.111 -15.190 0.330
H 19.128 0.337 -14.018 0.280
O 23.121 0.532 -15.011 -0.680
H 22.598 1.111 -15.565 0.282
H 23.345 1.066 -14.249 0.289
O 23.258 2.292 -18.491 -0.673
H 23.262 3.184 -18.839 0.302
H 23.542 2.388 -17.582 0.322
O 17.898 3.520 -14.063 -0.706
H 18.499 3.572 -14.806 0.321
H 17.195 2.942 -14.363 0.311
O 25.442 4.787 -16.030 -0.653
H 25.488 4.683 -16.981 0.304
H 24.517 4.951 -15.851 0.306
O 21.839 1.966 -12.153 -0.671
H 21.004 1.658 -11.800 0.284
H 21.641 2.215 -13.056 0.261
O 19.620 -0.449 -17.730 -0.708
H 19.687 -0.216 -16.804 0.395
H 19.879 0.345 -18.197 0.420
O 22.102 7.601 -16.385 -0.654
H 22.533 8.069 -15.670 0.294
H 21.214 7.441 -16.067 0.294
O 19.228 6.179 -18.873 -0.643
H 19.679 6.212 -18.030 0.314
H 19.544 6.949 -19.345 0.296
O 18.952 7.798 -16.342 -0.601
H 18.095 8.178 -16.535 0.278
H 18.819 7.307 -15.530 0.250
O 22.828 5.822 -18.061 -0.687
H 22.608 6.357 -17.298 0.421
H 22.155 5.142 -18.080 0.317
O 20.471 1.525 -19.317 -0.746
H 20.150 2.403 -19.107 0.335
H 21.421 1.589 -19.222 0.374
O 16.248 2.911 -17.512 -0.682
H 17.185 2.963 -17.321 0.316
H 16.178 2.233 -18.185 0.329
O 19.198 6.671 -13.335 -0.694
H 19.176 5.717 -13.398 0.337
H 18.285 6.940 -13.442 0.319
```

Values from the calculation:
HOMO in eV: -7.32
Charge: -1
Electronic energy in eV: -56803.52450
Energy relative to the best compared isomer or geometry (same formula, charge and spin) in kcal per mole: 32.58

Density functional theory data (wB97M-V/def2-TZVPD) for F6Li3N3O12S6 as an isolated structure in a non-equilibrium geometry.

XYZ file:
```
30
Properties=species:S:1:pos:R:3:mulliken_charge:R:1
Li 0.024 2.865 0.297 0.880
Li 0.043 -0.058 0.048 1.074
Li -0.567 -1.702 1.791 0.834
N 0.179 1.502 -1.107 -0.312
S 1.690 1.770 -2.035 1.035
O 2.152 3.073 -2.426 -0.520
O 2.140 0.703 -2.867 -0.452
F 2.636 1.488 -0.710 -0.305
S -0.636 1.721 -2.438 1.061
O -0.399 0.769 -3.500 -0.504
O -1.002 3.137 -2.720 -0.581
F -2.092 1.243 -1.910 -0.261
N -1.327 0.045 1.506 -0.161
S -1.188 1.311 2.715 0.926
O -1.476 0.835 4.074 -0.503
O -1.324 2.701 2.264 -0.592
F 0.412 1.151 2.658 -0.235
S -2.812 0.319 1.272 0.956
O -3.256 1.577 0.612 -0.514
O -3.659 -0.321 2.260 -0.586
F -2.956 -0.654 0.020 -0.258
N 0.732 -1.897 0.290 -0.178
S 2.279 -2.348 0.848 0.965
O 3.343 -1.955 -0.051 -0.508
O 2.370 -3.579 1.625 -0.513
F 2.359 -1.303 2.056 -0.253
S 0.776 -2.892 -0.841 0.863
O 0.959 -4.306 -0.525 -0.572
O 1.418 -2.339 -2.044 -0.495
F -0.820 -2.856 -1.161 -0.290
```

Values from the calculation:
HOMO in eV: -11.67
Electronic energy in eV: -110968.46358
Energy relative to the best compared isomer or geometry (same formula, charge and spin) in kcal per mole: 147.56

Density functional theory data (wB97M-V/def2-TZVPD) for F8N4NaO16S8 as an isolated structure in a non-equilibrium geometry.

XYZ file:
```
37
Properties=species:S:1:pos:R:3:mulliken_charge:R:1
Na 9.965 0.495 1.324 1.706
N 11.635 0.280 1.494 -0.086
S 12.237 0.675 2.804 0.834
O 13.656 1.073 2.730 -0.794
O 11.724 0.127 4.074 -0.511
F 11.628 2.132 2.661 -0.274
S 12.255 -1.324 1.600 0.903
O 12.243 -2.117 2.819 -0.599
O 13.281 -1.615 0.617 -0.601
F 10.941 -2.011 1.029 -0.209
N 8.864 -0.266 2.285 0.636
S 8.473 0.387 3.765 0.882
O 9.196 -0.057 4.947 -0.558
O 7.045 0.752 3.971 -0.640
F 9.253 1.806 3.584 -0.256
S 8.545 -1.611 2.840 0.729
O 7.155 -1.897 3.064 -0.707
O 9.533 -2.337 3.653 -0.557
F 8.794 -2.465 1.473 -0.347
N 8.725 1.110 0.197 -0.219
S 8.830 2.828 0.337 0.763
O 7.574 3.609 0.501 -0.640
O 9.938 3.552 -0.265 -0.608
F 9.334 2.586 1.815 -0.082
S 8.610 1.202 -1.311 0.894
O 9.881 1.369 -1.901 -0.465
O 7.384 1.793 -1.834 -0.842
F 8.440 -0.365 -1.517 -0.291
N 12.182 0.913 -1.550 -0.041
S 11.153 -0.460 -1.567 1.705
O 11.719 -1.701 -1.093 -0.755
O 10.130 -0.524 -2.544 -0.619
F 10.192 -0.165 -0.293 -0.574
S 12.750 0.604 -2.901 0.900
O 11.923 0.891 -4.100 -0.663
O 13.675 -0.509 -2.940 -0.682
F 13.690 1.895 -2.913 -0.332
```

Values from the calculation:
HOMO in eV: -1.61
Charge: -3
Electronic energy in eV: -151540.40642
Energy relative to the best compared isomer or geometry (same formula, charge and spin) in kcal per mole: 471.40

Please write out number 8 again, unchanged.
Density functional theory data (wB97M-V/def2-TZVPD) for F8N4NaO16S8 as an isolated structure in a non-equilibrium geometry.

XYZ file:
```
37
Properties=species:S:1:pos:R:3:mulliken_charge:R:1
Na 9.965 0.495 1.324 1.706
N 11.635 0.280 1.494 -0.086
S 12.237 0.675 2.804 0.834
O 13.656 1.073 2.730 -0.794
O 11.724 0.127 4.074 -0.511
F 11.628 2.132 2.661 -0.274
S 12.255 -1.324 1.600 0.903
O 12.243 -2.117 2.819 -0.599
O 13.281 -1.615 0.617 -0.601
F 10.941 -2.011 1.029 -0.209
N 8.864 -0.266 2.285 0.636
S 8.473 0.387 3.765 0.882
O 9.196 -0.057 4.947 -0.558
O 7.045 0.752 3.971 -0.640
F 9.253 1.806 3.584 -0.256
S 8.545 -1.611 2.840 0.729
O 7.155 -1.897 3.064 -0.707
O 9.533 -2.337 3.653 -0.557
F 8.794 -2.465 1.473 -0.347
N 8.725 1.110 0.197 -0.219
S 8.830 2.828 0.337 0.763
O 7.574 3.609 0.501 -0.640
O 9.938 3.552 -0.265 -0.608
F 9.334 2.586 1.815 -0.082
S 8.610 1.202 -1.311 0.894
O 9.881 1.369 -1.901 -0.465
O 7.384 1.793 -1.834 -0.842
F 8.440 -0.365 -1.517 -0.291
N 12.182 0.913 -1.550 -0.041
S 11.153 -0.460 -1.567 1.705
O 11.719 -1.701 -1.093 -0.755
O 10.130 -0.524 -2.544 -0.619
F 10.192 -0.165 -0.293 -0.574
S 12.750 0.604 -2.901 0.900
O 11.923 0.891 -4.100 -0.663
O 13.675 -0.509 -2.940 -0.682
F 13.690 1.895 -2.913 -0.332
```

Values from the calculation:
HOMO in eV: -1.61
Charge: -3
Electronic energy in eV: -151540.40642
Energy relative to the best compared isomer or geometry (same formula, charge and spin) in kcal per mole: 471.40

- Number 6 is which compound?
  F6H30O15P

- Which of these has the highest electronic energy?
  F5Li2Sr2

- electronic energy of number 5 (F6H2N3O17PS6Tl)?
  -134605.37874 eV